# 1
88
Properties=species:S:1:pos:R:3:mulliken_charge:R:1 method="wB97M-V/def2-TZVPD" lumo_ha=0.1391 homo_energy_ev=-2.50 homo_lumo_gap_ev=6.3 total_energy_ev=-104467.6274 relative_energy_kcal_mol=0.2 charge=-2
Cd 0.49861 0.46614 3.12810 1.848
C -3.47025 1.23112 0.40977 -1.187
C -2.64233 2.39164 -0.10635 0.571
C -2.08031 3.26995 0.99089 -1.122
O -1.58537 1.90538 -0.98591 0.718
P -0.30801 1.07529 -0.54421 -1.119
O -0.49443 0.22949 0.64553 -0.003
C 0.05879 0.20013 -2.07700 1.796
P -1.17225 -0.91909 -2.74866 0.892
O -1.65878 -1.95593 -1.83421 -1.050
O -2.37156 -0.02844 -3.30422 -0.268
C -2.20496 0.91437 -4.37859 1.248
C -2.90626 2.19651 -3.97731 -1.221
C -2.77237 0.30506 -5.64650 -1.650
O -0.54451 -1.41184 -4.12983 -0.394
C 0.51481 -2.37772 -4.37080 0.557
C 0.53555 -3.49625 -3.34761 -1.188
C 1.84923 -1.66545 -4.47370 -1.052
O 0.88077 2.06252 -0.32389 0.409
C 1.56302 3.09984 -1.07923 0.579
C 2.75496 2.48284 -1.78108 -1.066
C 0.61820 3.84325 -2.00611 -1.343
H -4.34462 1.62500 0.93262 0.515
H -2.89623 0.62163 1.10675 -0.006
H -3.80407 0.59797 -0.41449 0.266
H -3.25001 2.98955 -0.79211 0.270
H -1.47465 2.70040 1.69656 -0.006
H -2.90015 3.72534 1.55110 0.514
H -1.45217 4.06752 0.59271 0.265
H 0.94019 -0.41444 -1.85372 -2.397
H 0.33690 0.92415 -2.84516 0.643
H -1.13897 1.11422 -4.52231 0.132
H -3.96321 1.99814 -3.78821 0.344
H -2.82694 2.93246 -4.78055 0.443
H -2.45685 2.60457 -3.07395 -0.012
H -3.83355 0.08957 -5.50696 0.345
H -2.25356 -0.62194 -5.88576 0.323
H -2.66394 1.00120 -6.48099 0.369
H 0.23825 -2.78164 -5.34816 0.290
H 0.83241 -3.12577 -2.36467 0.118
H 1.27975 -4.23312 -3.66013 0.517
H -0.43780 -3.97866 -3.26699 0.333
H 2.22330 -1.34939 -3.49759 0.034
H 1.77512 -0.80236 -5.13866 0.260
H 2.58388 -2.35636 -4.89420 0.484
H 1.90810 3.77165 -0.29350 0.585
H 2.45771 1.74325 -2.52867 0.107
H 3.39673 2.00141 -1.04467 0.089
H 3.32957 3.26933 -2.27621 0.463
H 0.22671 3.20257 -2.80146 0.134
H 1.16910 4.66425 -2.46991 0.526
H -0.22161 4.26075 -1.45248 0.179
O 1.26876 4.35897 1.85608 -0.718
C 1.30135 3.21186 2.29588 0.584
O 0.39314 2.66231 3.01128 -0.867
C 2.55045 2.29946 1.94508 0.550
O 3.52592 2.79706 1.38547 -0.724
O 2.44633 1.06819 2.26996 -0.926
S 1.23794 -0.60615 5.35878 -0.658
C -0.18262 -1.52098 5.77205 0.292
C -0.20878 -2.13013 7.03534 -0.931
C -1.27147 -2.89337 7.49015 0.633
C -1.21271 -3.48325 8.79603 -0.056
N -1.15246 -3.94680 9.84834 -0.613
C -2.38882 -3.07296 6.65837 0.329
C -2.38614 -2.47429 5.40552 -1.023
C -1.31922 -1.70464 4.93114 0.658
S -1.49237 -1.05425 3.31223 -0.682
C -3.51542 -3.85095 7.07752 -0.033
N -4.42461 -4.47932 7.40171 -0.622
H 0.64993 -1.99340 7.67948 0.461
H -3.24568 -2.60817 4.76203 0.451
C 4.81436 -0.37239 0.70837 -1.017
N 3.61647 -1.20653 0.68187 0.265
C 3.03456 -1.56304 1.85048 -0.110
C 1.83743 -2.18527 1.89311 -0.965
C 1.15883 -2.33305 0.65081 0.219
N 1.70276 -1.95676 -0.49824 -0.118
C 2.95514 -1.42709 -0.53377 0.195
O 3.49844 -1.10018 -1.59155 -0.790
N -0.08642 -2.86255 0.61824 -0.431
H 5.53890 -0.81256 1.39478 0.375
H 4.54508 0.63306 1.04028 0.250
H 5.22475 -0.34086 -0.29510 0.282
H 3.57843 -1.30548 2.74856 0.353
H 1.38886 -2.46826 2.83346 0.701
H -0.61274 -2.70282 1.47230 0.191
H -0.61035 -2.63545 -0.22331 0.411

# 2
66
Properties=species:S:1:pos:R:3:mulliken_charge:R:1 method="wB97M-V/def2-TZVPD" lumo_ha=-0.1472 homo_energy_ev=-11.47 homo_lumo_gap_ev=7.5 total_energy_ev=-55722.2169 relative_energy_kcal_mol=0.9 charge=+1
Ta 1.08543 -0.15188 1.43712 1.953
C -1.36265 -1.73601 4.51912 -0.694
O -0.45414 -2.65282 5.10210 -0.437
C 0.77335 -2.87278 4.58566 0.176
C 1.58873 -3.66564 5.39601 -0.577
C 2.87385 -4.02589 5.04005 -0.760
C 3.39427 -3.59147 3.83741 -0.926
C 2.61984 -2.77642 3.01263 0.456
C 3.16912 -2.41989 1.72712 0.261
N 2.67420 -1.51596 0.95482 0.686
N 3.16757 -1.44771 -0.35085 -1.100
C 2.27284 -0.86954 -1.08011 0.813
O 1.11784 -0.46027 -0.53626 -0.714
C 2.45835 -0.61394 -2.51379 0.361
C 3.67368 -0.90208 -3.13068 -0.385
C 3.83628 -0.62821 -4.47675 -0.637
C 2.79341 -0.07309 -5.20811 -0.461
C 1.57949 0.20672 -4.59692 -0.752
C 1.41014 -0.06311 -3.24823 -0.311
C 1.30192 -2.42066 3.37448 1.060
O 0.59510 -1.65835 2.47724 -0.899
H -2.20348 -1.68685 5.20565 0.307
H -0.91699 -0.74452 4.42218 0.278
H -1.70958 -2.10659 3.55333 0.318
H 1.15863 -3.99392 6.33317 0.475
H 3.46021 -4.64771 5.70110 0.411
H 4.39240 -3.86895 3.52651 0.450
H 4.02092 -2.97764 1.34638 0.484
H 4.48111 -1.32914 -2.55225 0.470
H 4.78010 -0.84274 -4.95918 0.405
H 2.92900 0.14355 -6.25945 0.404
H 0.76724 0.63629 -5.16761 0.461
H 0.46777 0.14275 -2.76160 0.488
O 2.93067 3.41204 1.69037 -0.491
C 2.51125 2.33488 1.93697 0.515
O 2.20191 1.39526 0.99751 -0.777
C 2.11694 1.81651 3.33588 0.449
O 2.27382 2.39882 4.35247 -0.489
O 1.50059 0.60994 3.21097 -0.753
C -0.28364 2.47413 -0.70920 -1.300
C -1.17052 1.77988 0.25770 1.258
N -0.86420 0.74459 1.05323 -0.154
C -2.03200 0.35783 1.70169 -0.378
C -3.03215 1.16320 1.29648 -0.548
N -2.47657 2.05423 0.39907 0.198
C -3.22770 3.08197 -0.33457 -1.154
N -3.18685 2.86350 -1.73997 0.756
N -2.52443 3.75707 -2.53202 -0.553
N -2.54809 3.34937 -3.73406 -0.516
C -3.22261 2.14016 -3.78076 0.359
C -3.49884 1.30084 -4.86412 -0.849
C -4.19690 0.14793 -4.59513 -0.509
C -4.61856 -0.16904 -3.28486 -0.606
C -4.35355 0.64920 -2.21020 -0.805
C -3.64136 1.81856 -2.49644 1.266
H 0.76061 2.26190 -0.50924 0.269
H -0.44387 3.55150 -0.68170 0.561
H -0.51708 2.13524 -1.72061 0.007
H -2.05350 -0.46538 2.38985 0.207
H -4.07457 1.19484 1.56020 0.479
H -2.80006 4.06535 -0.14906 0.347
H -4.24652 3.05174 0.04944 0.418
H -3.17919 1.56002 -5.86366 0.494
H -4.43737 -0.53326 -5.39943 0.415
H -5.17312 -1.08391 -3.12367 0.407
H -4.68848 0.39552 -1.21341 0.409

# 3
32
Properties=species:S:1:pos:R:3:mulliken_charge:R:1 method="wB97M-V/def2-TZVPD" lumo_ha="-0.1699 / -0.1644" homo_energy_ev="-11.25 / -11.54" homo_lumo_gap_ev="6.6 / 7.1" total_energy_ev=-68190.3691 spin_multiplicity=3 s2=2.03 charge=+1
V 0.38654 -0.74082 -0.00001 0.690
I 3.12990 -0.80264 -0.00003 0.174
C 3.22486 1.26794 -0.00001 0.817
C 4.44106 1.87071 0.00000 -0.760
C 4.48191 3.28768 0.00001 -0.501
C 3.32139 3.99924 0.00001 -0.950
C 2.05721 3.35254 0.00000 0.852
C 0.85123 4.10254 0.00000 -0.731
C -0.35239 3.47224 -0.00001 -1.048
C -0.41611 2.05460 -0.00001 -0.136
C 0.71527 1.27276 -0.00001 -0.866
C 1.98143 1.94281 -0.00001 1.273
H 5.35995 1.30032 0.00000 0.383
H 5.43914 3.79097 0.00002 0.399
H 3.34683 5.08221 0.00002 0.391
H 0.91073 5.18458 0.00001 0.397
H -1.26898 4.04747 -0.00001 0.416
H -1.40089 1.60157 -0.00002 0.466
Cl -5.06016 -5.58139 0.00001 -0.175
C -3.94095 -4.26300 0.00001 -0.012
C -4.42479 -2.95096 0.00001 -0.443
C -3.57481 -1.85900 0.00001 -0.674
C -2.21246 -2.09402 0.00000 0.639
O -1.34032 -1.05806 0.00000 -0.524
C -1.70670 -3.39818 0.00000 0.612
C -0.30647 -3.67428 0.00000 -0.016
O 0.61817 -2.83513 0.00000 -0.530
C -2.59160 -4.49558 0.00000 -0.808
H -5.49568 -2.79265 0.00001 0.419
H -3.96002 -0.85015 0.00001 0.472
H -0.00528 -4.72619 0.00001 0.357
H -2.20801 -5.50815 0.00000 0.415

# 4
16
Properties=species:S:1:pos:R:3:mulliken_charge:R:1 method="wB97M-V/def2-TZVPD" lumo_ha=-0.0144 homo_energy_ev=-9.65 homo_lumo_gap_ev=9.3 total_energy_ev=-7390.4758 relative_energy_kcal_mol=98.9
C -1.25881 -0.85506 -0.54678 -1.156
C -0.49463 0.41612 -0.20207 0.304
C -1.33338 1.48336 0.48858 -1.254
C 1.90513 -0.11455 0.70039 -0.775
C 2.24712 -1.20955 -0.06688 0.438
O 1.85862 -2.15230 -0.71270 -0.517
H -2.07537 -0.62587 -1.24230 0.354
H -1.69783 -1.29917 0.35349 0.302
H -0.59675 -1.59389 -1.00592 0.312
H -0.00565 0.82432 -1.09325 0.359
H -0.74143 2.37175 0.73256 0.332
H -2.15815 1.79367 -0.16384 0.347
H -1.76623 1.09622 1.41739 0.329
H 2.26016 0.85329 0.33552 0.269
H 0.31539 0.12918 0.53687 0.133
H 3.34748 -1.10030 0.29880 0.223

# 5
6
Properties=species:S:1:pos:R:3:mulliken_charge:R:1 method="wB97M-V/def2-TZVPD" lumo_ha="0.1025 / 0.1079" homo_energy_ev="-3.50 / -3.12" homo_lumo_gap_ev="6.3 / 6.1" total_energy_ev=-54598.3211 relative_energy_kcal_mol=48.5 charge=-1
C -0.60668 -0.93165 -0.14925 0.058
C -1.30902 0.08160 0.09855 -0.327
H -2.21299 0.66717 0.07109 0.268
O 1.42695 1.48398 0.30694 -0.698
Zn 2.04278 -0.11184 -0.07450 0.192
O 0.65896 -1.18926 -0.25283 -0.494

Repeat the second record exactly.
66
Properties=species:S:1:pos:R:3:mulliken_charge:R:1 method="wB97M-V/def2-TZVPD" lumo_ha=-0.1472 homo_energy_ev=-11.47 homo_lumo_gap_ev=7.5 total_energy_ev=-55722.2169 relative_energy_kcal_mol=0.9 charge=+1
Ta 1.08543 -0.15188 1.43712 1.953
C -1.36265 -1.73601 4.51912 -0.694
O -0.45414 -2.65282 5.10210 -0.437
C 0.77335 -2.87278 4.58566 0.176
C 1.58873 -3.66564 5.39601 -0.577
C 2.87385 -4.02589 5.04005 -0.760
C 3.39427 -3.59147 3.83741 -0.926
C 2.61984 -2.77642 3.01263 0.456
C 3.16912 -2.41989 1.72712 0.261
N 2.67420 -1.51596 0.95482 0.686
N 3.16757 -1.44771 -0.35085 -1.100
C 2.27284 -0.86954 -1.08011 0.813
O 1.11784 -0.46027 -0.53626 -0.714
C 2.45835 -0.61394 -2.51379 0.361
C 3.67368 -0.90208 -3.13068 -0.385
C 3.83628 -0.62821 -4.47675 -0.637
C 2.79341 -0.07309 -5.20811 -0.461
C 1.57949 0.20672 -4.59692 -0.752
C 1.41014 -0.06311 -3.24823 -0.311
C 1.30192 -2.42066 3.37448 1.060
O 0.59510 -1.65835 2.47724 -0.899
H -2.20348 -1.68685 5.20565 0.307
H -0.91699 -0.74452 4.42218 0.278
H -1.70958 -2.10659 3.55333 0.318
H 1.15863 -3.99392 6.33317 0.475
H 3.46021 -4.64771 5.70110 0.411
H 4.39240 -3.86895 3.52651 0.450
H 4.02092 -2.97764 1.34638 0.484
H 4.48111 -1.32914 -2.55225 0.470
H 4.78010 -0.84274 -4.95918 0.405
H 2.92900 0.14355 -6.25945 0.404
H 0.76724 0.63629 -5.16761 0.461
H 0.46777 0.14275 -2.76160 0.488
O 2.93067 3.41204 1.69037 -0.491
C 2.51125 2.33488 1.93697 0.515
O 2.20191 1.39526 0.99751 -0.777
C 2.11694 1.81651 3.33588 0.449
O 2.27382 2.39882 4.35247 -0.489
O 1.50059 0.60994 3.21097 -0.753
C -0.28364 2.47413 -0.70920 -1.300
C -1.17052 1.77988 0.25770 1.258
N -0.86420 0.74459 1.05323 -0.154
C -2.03200 0.35783 1.70169 -0.378
C -3.03215 1.16320 1.29648 -0.548
N -2.47657 2.05423 0.39907 0.198
C -3.22770 3.08197 -0.33457 -1.154
N -3.18685 2.86350 -1.73997 0.756
N -2.52443 3.75707 -2.53202 -0.553
N -2.54809 3.34937 -3.73406 -0.516
C -3.22261 2.14016 -3.78076 0.359
C -3.49884 1.30084 -4.86412 -0.849
C -4.19690 0.14793 -4.59513 -0.509
C -4.61856 -0.16904 -3.28486 -0.606
C -4.35355 0.64920 -2.21020 -0.805
C -3.64136 1.81856 -2.49644 1.266
H 0.76061 2.26190 -0.50924 0.269
H -0.44387 3.55150 -0.68170 0.561
H -0.51708 2.13524 -1.72061 0.007
H -2.05350 -0.46538 2.38985 0.207
H -4.07457 1.19484 1.56020 0.479
H -2.80006 4.06535 -0.14906 0.347
H -4.24652 3.05174 0.04944 0.418
H -3.17919 1.56002 -5.86366 0.494
H -4.43737 -0.53326 -5.39943 0.415
H -5.17312 -1.08391 -3.12367 0.407
H -4.68848 0.39552 -1.21341 0.409